1.
DFT (the ωB97M-V functional and the def2-TZVPD basis) results for C16H24N2O3 in the gas phase.

Each line ends with the Mulliken charge.
Positions of all 45 atoms, in Å:
1 C 2.830169 4.468370 2.109184  -1.6851
2 C 1.538279 4.012810 1.437474  0.4187
3 C 1.733857 3.813110 -0.065378  -0.4123
4 C 0.428377 3.325143 -0.709790  -1.0151
5 N -0.150462 2.149185 -0.102413  0.1961
6 C 0.167278 0.859204 -0.657443  -0.9447
7 C 1.571406 0.282135 -0.396900  0.3781
8 C 1.826095 -1.013930 -1.165940  -1.2355
9 C 0.961144 -2.186558 -0.709335  -0.7858
10 O -0.327801 -2.047830 -1.283356  -0.2191
11 C -1.278508 -2.959027 -1.024776  0.4331
12 C -1.108644 -4.093574 -0.225733  -0.1659
13 C -2.159184 -4.966377 -0.036244  -0.6232
14 C -3.387404 -4.718686 -0.637150  -0.1661
15 N -4.471601 -5.631533 -0.437959  1.0073
16 O -5.528806 -5.384323 -0.983304  -0.6285
17 O -4.273279 -6.603156 0.264936  -0.6231
18 C -3.570670 -3.588066 -1.432795  -0.3513
19 C -2.525952 -2.718908 -1.622408  -0.4685
20 C -0.260530 2.263667 1.333285  -1.0847
21 C 1.028328 2.704370 2.041576  -0.3958
22 H 3.177438 5.403351 1.674998  0.4184
23 H 2.673955 4.620856 3.174845  0.4160
24 H 3.610810 3.720735 1.981159  0.3428
25 H 0.773337 4.784113 1.587074  0.2227
26 H 2.031671 4.753098 -0.534552  0.3994
27 H 2.534577 3.089766 -0.230023  0.0936
28 H 0.583571 3.128301 -1.772519  0.4055
29 H -0.313222 4.130787 -0.620973  0.4388
30 H -0.578642 0.157430 -0.273889  0.2749
31 H 0.021017 0.929572 -1.739669  0.2598
32 H 2.321236 1.010479 -0.708591  0.0172
33 H 1.701655 0.095132 0.670894  0.1782
34 H 2.871917 -1.300999 -1.039082  0.4423
35 H 1.644082 -0.852609 -2.229718  0.3695
36 H 0.887122 -2.201899 0.385991  0.4509
37 H 1.409925 -3.130850 -1.046116  0.5468
38 H -0.162264 -4.301197 0.246638  0.4164
39 H -2.043393 -5.847864 0.575764  0.4440
40 H -4.534206 -3.415831 -1.886791  0.4523
41 H -2.635387 -1.835566 -2.230446  0.4273
42 H -0.605637 1.307998 1.733702  0.4140
43 H -1.034816 3.014698 1.540619  0.4145
44 H 0.823801 2.835581 3.106174  0.4255
45 H 1.799361 1.938892 1.938983  0.1007

Force components x, y, z for each atom (eV/Å):
C -0.32 0.02 -0.09
C 0.38 -0.21 0.01
C -0.37 0.08 0.07
C 0.13 0.06 -0.07
N 0.02 0.09 0.03
C 0.11 -0.09 0.12
C -0.20 -0.02 -0.26
C -0.28 -0.10 0.32
C 0.53 -0.08 -0.03
O -0.11 0.17 -0.17
C -0.43 -0.29 0.04
C 0.27 0.33 -0.12
C -0.50 -0.15 -0.08
C 1.08 0.80 -0.13
N -0.48 -0.43 0.11
O -0.21 0.01 -0.08
O -0.02 -0.19 0.12
C -0.12 -0.27 0.13
C 0.34 0.02 0.11
C 0.04 -0.05 0.13
C -0.31 0.21 -0.15
H 0.10 0.11 -0.02
H 0.05 0.03 0.14
H 0.11 -0.09 -0.01
H -0.04 0.00 -0.01
H 0.07 0.04 -0.03
H 0.08 -0.02 -0.01
H -0.07 0.04 -0.03
H 0.07 0.07 -0.10
H 0.02 -0.01 -0.12
H -0.05 -0.10 -0.01
H 0.04 0.05 0.09
H 0.08 0.05 0.07
H -0.01 -0.05 -0.07
H 0.09 -0.06 -0.09
H -0.02 -0.04 -0.06
H -0.11 0.06 0.08
H 0.08 0.00 0.03
H 0.01 -0.01 0.01
H -0.02 0.02 -0.02
H -0.04 0.10 -0.08
H -0.08 0.01 0.01
H -0.01 -0.05 0.13
H 0.03 -0.02 0.08
H 0.08 -0.06 0.03

Calculated values
highest occupied orbital energy = -8.0 eV
charge = 0
maximum force = 1.35 eV Å⁻¹
gap between HOMO and LUMO = 7.77 eV
E_LUMO = -0.24 eV
relative energy (zero: lowest compared OMol25 entry of this formula, charge and spin) = 4.025 eV
calculated total energy = -26101.368 eV



2.
DFT (the ωB97M-V functional and the def2-TZVPD basis) results for 2 unconnected molecules or ions with the total composition C4H4N3S.

Each line ends with the Mulliken charge.
Positions of all 12 atoms, in Å:
1 C 0.177873 0.489452 -1.392559  -0.0158
2 C 0.107181 0.656475 0.693651  -0.2542
3 C -1.168301 0.490239 0.252242  0.2780
4 C 2.113946 -1.996095 0.251684  0.2001
5 N -1.145826 0.408945 -1.144411  -0.6471
6 N 2.242556 -3.078654 0.520978  -0.4211
7 N 0.964404 0.697819 -0.373931  -0.7960
8 S -2.771866 0.723165 1.144291  -0.3567
9 H 0.720439 0.207472 -2.365018  0.3139
10 H -3.409000 1.827291 0.660052  0.0888
11 H 0.391616 0.575079 1.731687  0.4017
12 H 1.776979 -1.001188 0.021333  0.2083

Force components x, y, z for each atom (eV/Å):
C -0.53 -0.74 -2.70
C 0.33 0.28 1.04
C -2.06 1.20 -2.02
C -0.85 2.32 -0.53
N 0.48 -0.31 0.57
N 0.79 -3.24 0.77
N 1.03 -0.70 2.32
S 0.78 -0.79 0.00
H -1.48 0.86 1.05
H 0.93 -0.24 -0.28
H 0.41 0.53 0.04
H 0.17 0.83 -0.27

Calculated values
highest occupied orbital energy = -4.1 eV
charge = -1
maximum force = 3.42 eV Å⁻¹
gap between HOMO and LUMO = 7.45 eV
E_LUMO = 3.32 eV
relative energy (zero: lowest compared OMol25 entry of this formula, charge and spin) = 0.551 eV
calculated total energy = -19518.543 eV



3.
DFT (the ωB97M-V functional and the def2-TZVPD basis) results for C3H4BrN in the gas phase.

Each line ends with the Mulliken charge.
Positions of all 9 atoms, in Å:
1 C 0.809359 -0.613656 0.317247  -1.0669
2 C -0.346052 0.040815 -0.480540  -0.0155
3 Br -2.066060 -0.861843 0.036156  -0.0925
4 C -0.563753 1.455800 -0.076642  0.1653
5 N -0.675202 2.559178 0.171506  -0.3514
6 H 0.602291 -0.567406 1.341246  0.3707
7 H 1.848460 -0.272518 0.239536  0.3329
8 H 0.753679 -1.679690 0.089324  0.3253
9 H -0.362721 -0.060683 -1.637837  0.3321

Force components x, y, z for each atom (eV/Å):
C -0.28 -0.92 -1.41
C -0.41 0.52 -0.62
Br 0.62 0.10 -0.18
C 0.58 -2.07 -1.11
N -0.18 1.39 0.46
H -0.64 0.33 1.61
H -0.47 0.37 -0.79
H 0.33 0.03 -0.16
H 0.45 0.25 2.19

Calculated values
highest occupied orbital energy = -10.9 eV
charge = 0
maximum force = 2.42 eV Å⁻¹
gap between HOMO and LUMO = 11.10 eV
E_LUMO = 0.24 eV
relative energy (zero: lowest compared OMol25 entry of this formula, charge and spin) = 0.194 eV
calculated total energy = -74707.632 eV



4.
DFT (the ωB97M-V functional and the def2-TZVPD basis) results for a molecular structure, C22H33BrCoN4O3.

Each line ends with the Löwdin spin population.
Positions of all 64 atoms, in Å:
1 Co -0.484962 0.457893 0.560287  2.7260
2 N -1.053286 -0.721615 2.340810  0.0322
3 C -2.511360 -0.937808 2.333779  0.0025
4 C -3.210386 0.405663 2.152304  0.0013
5 N -2.716882 1.116711 0.970574  0.0231
6 C -3.614163 1.124917 -0.179281  0.0022
7 C -3.476901 -0.188644 -0.937031  0.0023
8 N -2.055474 -0.408344 -1.192792  0.0336
9 H -0.559499 -1.595563 2.474483  0.0014
10 H -0.810041 -0.117187 3.122291  0.0007
11 H -2.862687 -1.394913 3.261460  0.0011
12 H -2.746651 -1.612381 1.508748  -0.0001
13 H -3.014801 1.016524 3.036726  0.0001
14 H -4.289822 0.242337 2.090312  0.0003
15 H -2.445036 2.056203 1.231960  0.0002
16 H -3.311198 1.942406 -0.837841  -0.0001
17 H -4.658242 1.287999 0.108911  0.0008
18 H -4.082047 -0.153687 -1.845902  0.0011
19 H -3.855067 -1.011134 -0.326044  0.0000
20 H -1.733144 0.180428 -1.955349  -0.0001
21 H -1.853899 -1.358984 -1.475784  0.0003
22 Br 3.869525 -0.910001 1.171581  -0.0001
23 C 3.098990 0.200596 2.505014  0.0006
24 C 3.832247 0.405676 3.665674  0.0005
25 C 3.283800 1.230695 4.631168  -0.0002
26 C 2.049411 1.811655 4.394226  0.0003
27 C 1.410167 1.543144 3.195261  0.0002
28 N 1.919383 0.730317 2.262429  0.0095
29 C 0.056096 2.184613 2.919192  0.0059
30 O -0.545742 2.662483 3.874709  0.0082
31 O -0.395996 2.103569 1.722047  0.0375
32 H 4.792252 -0.072502 3.795269  0.0001
33 H 3.816076 1.417688 5.555320  0.0000
34 H 1.565634 2.468895 5.101616  0.0001
35 C -0.274352 -3.232372 -0.440984  -0.0001
36 C 0.983311 -3.015136 -1.289564  0.0006
37 C 2.205121 -2.849163 -0.379762  0.0003
38 C 0.877147 -1.887698 -2.311591  0.0060
39 C 0.929189 -2.229680 -3.659544  -0.0004
40 C 0.913637 -1.273311 -4.661188  0.0054
41 C 0.883137 0.062213 -4.296203  -0.0006
42 C 0.839525 0.465141 -2.964319  0.0056
43 C 0.873279 1.963235 -2.677228  0.0007
44 C -0.466629 2.531852 -2.192742  0.0048
45 C 2.005690 2.370570 -1.725466  -0.0002
46 C 0.804449 -0.519566 -1.945512  0.0091
47 O 0.749771 -0.169046 -0.668169  0.0748
48 H -0.105492 -4.037606 0.280426  0.0000
49 H -1.128545 -3.521928 -1.061988  0.0000
50 H -0.525698 -2.326241 0.106255  -0.0001
51 H 1.125600 -3.929169 -1.871528  0.0000
52 H 2.043378 -2.029124 0.320375  -0.0001
53 H 3.097239 -2.621815 -0.966051  0.0000
54 H 2.390617 -3.766553 0.187597  0.0000
55 H 0.988818 -3.279570 -3.929591  -0.0001
56 H 0.953177 -1.561711 -5.704357  0.0004
57 H 0.901841 0.825687 -5.068961  -0.0001
58 H 1.073432 2.436695 -3.641409  0.0001
59 H -0.730242 2.145750 -1.209415  0.0026
60 H -1.272096 2.298272 -2.896859  0.0002
61 H -0.407199 3.618283 -2.098339  0.0001
62 H 1.804102 2.020789 -0.713014  -0.0002
63 H 2.106949 3.459922 -1.702314  0.0000
64 H 2.954551 1.943634 -2.054679  0.0000

Force components x, y, z for each atom (eV/Å):
Co -0.89 -0.05 0.50
N -0.05 0.04 -0.22
C 0.02 0.08 -0.01
C 0.19 -0.12 -0.06
N -0.13 0.26 0.02
C 0.11 -0.18 0.00
C 0.10 0.05 0.04
N 0.00 0.04 0.01
H 0.07 -0.04 -0.05
H 0.03 -0.08 0.02
H -0.01 -0.07 0.02
H 0.04 0.00 0.02
H 0.01 0.04 -0.02
H -0.06 0.02 0.03
H 0.01 0.00 0.04
H -0.01 0.02 0.04
H -0.03 0.04 0.00
H -0.05 -0.02 -0.04
H 0.00 -0.01 -0.02
H 0.04 -0.04 -0.02
H 0.03 -0.04 0.00
Br 0.64 0.75 0.53
C 0.12 -0.02 0.01
C 0.00 0.03 0.10
C 0.03 -0.05 0.00
C -0.01 0.07 0.01
C 0.04 0.09 -0.05
N -0.03 0.01 -0.07
C -0.39 -0.32 -0.06
O 0.07 0.12 -0.05
O 0.44 0.22 -0.04
H -0.01 0.03 -0.02
H 0.00 0.00 -0.02
H 0.00 -0.01 0.00
C 0.04 -0.07 -0.13
C 0.09 0.06 0.02
C -0.62 -0.17 -0.14
C -0.02 -0.11 0.05
C -0.07 0.00 0.01
C 0.01 0.02 0.00
C -0.04 0.03 -0.01
C -0.07 0.06 -0.03
C 0.01 -0.10 0.20
C 0.11 0.00 -0.20
C -0.10 0.01 -0.03
C 0.03 0.07 -0.05
O 0.60 -0.25 -0.21
H -0.02 0.03 -0.03
H 0.02 0.04 0.03
H -0.02 0.08 0.08
H 0.00 -0.03 -0.06
H -0.29 -0.48 -0.44
H -0.01 0.02 0.01
H -0.02 0.02 0.00
H 0.00 0.01 0.04
H -0.01 0.01 0.04
H 0.02 -0.02 0.04
H 0.02 0.02 -0.04
H -0.06 -0.02 0.14
H 0.02 0.00 0.06
H -0.01 -0.01 0.00
H 0.08 0.00 -0.01
H -0.01 -0.06 -0.01
H -0.01 0.01 0.03

Calculated values
highest occupied orbital energy (spin up / spin down) = -7.4 / -7.4 eV
charge = 0
maximum force = 1.12 eV Å⁻¹
multiplicity = 4
gap between HOMO and LUMO (spin up / spin down) = 7.83 / 7.89 eV
expectation value of S² = 3.757
E_LUMO (spin up / spin down) = 0.48 / 0.46 eV
relative energy (zero: lowest compared OMol25 entry of this formula, charge and spin) = 0.254 eV
calculated total energy = -143124.098 eV